No. 1
ORCA calculation (wB97M-V/def2-TZVPD) on a structure of composition C33H28Br2N5O10P2STi at a distorted geometry.

Structure (XYZ):
```
82
Properties=species:S:1:pos:R:3:forces:R:3:mulliken_charge:R:1
Ti -0.361 -0.731 1.350 1.8 1.3 -0.1 1.35
C -3.180 2.136 -6.300 0.0 -0.1 0.1 -1.43
C -2.976 1.412 -4.993 0.0 0.1 -0.1 1.01
C -4.062 0.999 -4.223 0.0 0.0 -0.1 -1.00
C -3.878 0.361 -3.008 0.0 -0.1 0.0 -0.91
C -2.582 0.117 -2.569 0.2 0.0 -0.1 -0.18
C -1.483 0.498 -3.322 0.0 -0.1 0.0 0.36
C -1.689 1.143 -4.530 0.0 0.0 -0.1 -1.07
S -2.456 -0.465 -0.910 -0.1 0.4 -0.3 1.38
O -2.828 0.675 -0.126 0.0 -0.1 0.3 -0.69
O -3.246 -1.671 -0.782 0.1 -0.1 0.1 -0.98
N -0.849 -0.801 -0.579 -0.5 -0.9 -0.6 0.88
C -0.289 -1.912 -1.285 -0.1 0.2 -0.1 -0.22
C -0.757 -2.494 -2.433 -0.1 0.0 0.0 -0.36
C -0.043 -3.539 -3.060 -0.1 0.0 -0.1 -1.17
C 1.119 -4.014 -2.541 0.2 -0.1 0.0 -1.07
C 1.594 -3.480 -1.321 0.2 0.0 0.1 1.62
C 2.735 -3.962 -0.647 0.0 -0.1 -0.1 -1.14
C 3.062 -3.460 0.581 0.1 -0.1 0.0 -1.29
C 2.257 -2.470 1.149 -0.1 0.1 0.1 -0.54
N 1.218 -1.954 0.526 0.0 -0.4 -0.5 1.80
C 0.881 -2.444 -0.702 -0.1 0.2 0.1 -0.58
H -4.219 2.437 -6.429 0.0 0.0 0.0 0.37
H -2.904 1.501 -7.144 0.0 0.0 0.0 0.31
H -2.555 3.030 -6.347 0.0 0.0 0.0 0.35
H -5.069 1.185 -4.578 0.0 0.0 0.0 0.36
H -4.725 0.057 -2.402 0.1 0.1 -0.1 0.50
H -0.478 0.285 -2.978 -0.1 0.1 0.0 0.42
H -0.833 1.446 -5.123 0.0 0.0 0.0 0.46
H -1.689 -2.177 -2.874 0.0 0.0 0.0 0.71
H -0.438 -3.963 -3.973 0.0 0.0 0.0 0.45
H 1.667 -4.813 -3.025 0.0 0.0 0.0 0.49
H 3.330 -4.747 -1.102 0.0 0.0 0.0 0.48
H 3.922 -3.822 1.130 -0.1 0.0 0.0 0.56
H 2.463 -2.097 2.142 0.0 0.0 0.0 0.53
Br 7.618 -0.073 -1.449 0.0 0.0 0.0 -0.16
C 5.985 0.114 -0.531 0.0 0.0 0.0 -0.24
C 4.835 -0.461 -1.039 -0.1 0.0 0.0 -1.05
C 3.638 -0.311 -0.357 -0.2 -0.1 -0.2 0.66
C 3.556 0.401 0.832 -0.1 0.0 0.1 0.08
C 4.732 0.976 1.319 0.0 0.1 0.1 -1.09
C 5.935 0.836 0.649 0.0 0.0 0.1 -0.79
N 2.269 0.508 1.494 0.1 -0.2 -0.3 0.49
C 2.254 0.973 2.669 -0.1 0.0 0.1 0.01
C 1.050 1.157 3.486 -0.1 0.0 -0.2 0.27
C 1.229 1.718 4.735 0.1 0.1 0.2 -0.99
C 0.141 1.913 5.569 0.1 0.1 0.1 -0.66
C -1.103 1.541 5.107 0.0 0.1 0.1 -1.47
C -1.207 0.987 3.844 0.1 0.0 -0.2 -0.35
N -0.162 0.790 3.030 0.0 -0.1 0.2 1.22
H 4.867 -1.019 -1.966 0.0 0.0 0.0 0.54
H 2.748 -0.763 -0.770 0.1 0.2 0.0 0.73
H 4.746 1.572 2.221 0.0 0.0 0.0 0.39
H 6.833 1.294 1.042 0.0 0.0 0.0 0.44
H 3.158 1.278 3.182 0.2 0.1 0.1 0.17
H 2.228 1.996 5.050 -0.1 0.0 0.0 0.52
H 0.268 2.344 6.554 0.0 0.0 0.0 0.46
H -1.997 1.657 5.706 0.0 0.0 -0.1 0.53
H -2.182 0.696 3.492 -0.1 -0.1 -0.1 0.53
O -0.023 -4.167 3.590 -0.2 0.1 0.2 -0.53
P -0.656 -2.984 2.778 0.0 -0.5 0.3 0.25
O -0.873 -3.230 1.333 0.0 0.1 0.1 -0.46
O 0.217 -1.708 2.923 -0.1 -0.5 0.2 -0.43
O -2.027 -2.671 3.548 0.0 0.1 -0.2 -0.51
P -3.075 -1.684 2.755 0.1 -0.1 0.6 1.11
O -3.865 -2.641 1.829 0.0 0.2 -0.6 -0.49
O -3.811 -0.859 3.698 0.0 0.0 -0.1 -0.72
O -2.052 -0.878 1.834 -1.2 0.1 0.7 -0.08
H -0.422 -4.327 4.461 0.1 0.0 -0.2 0.35
H -3.725 -2.452 0.867 0.0 -0.1 0.2 0.56
O -1.587 5.868 -0.768 0.1 -0.1 0.0 -0.55
C -1.250 4.639 -0.346 0.0 0.1 -0.1 0.81
C -1.805 4.019 0.764 -0.2 0.1 0.1 -0.94
C -1.364 2.763 1.098 0.1 -0.2 -0.1 -0.40
N -0.415 2.070 0.443 -0.1 0.2 -0.2 0.22
C 0.067 2.686 -0.634 -0.1 0.0 0.3 0.05
Br 1.389 1.823 -1.670 0.2 -0.2 0.1 -0.03
C -0.296 3.944 -1.072 0.1 0.0 -0.2 -0.70
H -2.247 6.260 -0.187 -0.1 0.0 0.0 0.31
H -2.591 4.490 1.346 0.1 0.0 0.0 0.37
H -1.837 2.266 1.927 0.0 0.0 0.0 0.27
H 0.146 4.383 -1.956 0.0 0.0 0.1 0.53
```
Forces are in eV/Å.

As for the max |F|: 2.24 eV Å⁻¹. The energy above the lowest of the compared OMol25 structures with the same formula, charge and spin comes out at 32.6 kcal/mol. As for the total energy: -255219.5330 eV. The total charge is +1. As for the frontier orbital gap: 7.3 eV. The LUMO energy is -3.781 eV.

***

No. 2
ORCA calculation (wB97M-V/def2-TZVPD) on an isolated molecule of C5H5NO2 at a distorted geometry.

Structure (XYZ):
```
13
Properties=species:S:1:pos:R:3:forces:R:3:mulliken_charge:R:1
O -2.668 -0.061 0.305 3.8 -3.0 -2.1 -0.59
C -1.685 -0.902 -0.014 -3.0 -0.8 0.7 -0.01
C -0.270 -0.584 -0.150 -2.8 3.0 0.7 0.22
C 0.984 -1.172 0.068 2.6 0.4 -0.9 -0.34
C 1.933 -0.058 0.230 -1.1 0.2 -0.3 -0.35
C 1.132 1.193 0.191 2.3 -1.0 -3.0 -0.26
N -0.124 0.872 -0.118 1.1 -1.9 1.6 0.24
O -1.122 1.784 0.001 -1.2 -1.3 -1.2 -0.48
H -2.045 -2.020 -0.191 1.0 2.2 0.6 0.25
H 1.279 -2.281 -0.165 -0.8 2.4 0.9 0.30
H 3.100 -0.046 0.268 -2.6 -0.3 0.0 0.29
H 1.479 2.170 -0.308 -0.3 -1.2 1.9 0.29
H -1.992 1.104 -0.117 1.1 1.4 1.1 0.44
```
Forces are in eV/Å.

As for the max |F|: 5.31 eV Å⁻¹. The energy above the lowest of the compared OMol25 structures with the same formula, charge and spin comes out at 104.5 kcal/mol. As for the total energy: -10846.7847 eV. As for the frontier orbital gap: 8.3 eV. The LUMO energy is -0.586 eV.